# 1
ORCA calculation (ωB97M-V/def2-TZVPD) on a molecular structure, C29H38N8O2 at a distorted geometry.

Summary:
Kohn-Sham gap: 6.28 eV
ΔE to the lowest compared entry with this formula, charge and spin: 442.6 kcal per mole
lowest unoccupied orbital energy: -0.595 eV

Element x y z (Å)
C  -2.55  0.65  -3.47
N  -1.13  1.05  -3.58
O  -0.63  1.62  -2.61
O  -0.48  0.82  -4.60
H  -2.90  -0.23  -4.01
H  -3.17  1.51  -3.72
H  -2.57  0.32  -2.43
N  1.05  2.83  -1.18
C  0.77  4.12  -1.48
C  1.92  4.91  -1.46
C  2.92  4.05  -0.98
C  2.38  2.75  -0.90
H  0.41  2.06  -1.03
H  -0.24  4.47  -1.64
H  2.06  5.94  -1.75
H  3.93  4.38  -0.78
H  2.72  1.79  -0.56
N  -2.26  2.41  2.55
C  -3.38  1.73  2.09
C  -3.93  2.35  0.98
C  -2.93  3.24  0.55
C  -1.91  3.22  1.51
H  -1.75  1.98  3.31
H  -3.69  0.83  2.59
H  -4.72  2.05  0.30
H  -3.18  3.78  -0.35
H  -1.01  3.80  1.67
N  1.72  -4.14  -1.38
C  2.63  -4.64  -0.53
C  2.49  -3.92  0.61
C  1.57  -2.88  0.35
C  1.08  -3.05  -0.90
H  1.61  -4.49  -2.32
H  3.30  -5.46  -0.74
H  2.97  -4.15  1.55
H  1.39  -2.10  1.08
H  0.21  -2.57  -1.34
N  -1.94  -2.01  -2.63
C  -1.79  -2.78  -3.74
C  -0.48  -2.85  -4.07
C  0.13  -1.89  -3.29
C  -0.70  -1.50  -2.37
H  -2.75  -1.98  -2.03
H  -2.57  -3.40  -4.16
H  0.10  -3.42  -4.78
H  1.18  -1.65  -3.36
H  -0.57  -1.08  -1.38
N  -0.34  1.13  -1.06
C  0.71  0.26  -1.31
C  1.21  -0.16  -0.07
C  0.73  0.82  0.89
C  -0.31  1.53  0.29
H  -1.02  1.48  -1.71
H  0.88  0.01  -2.35
H  1.98  -0.90  0.10
H  0.84  0.61  1.95
H  -1.02  2.27  0.61
N  -0.91  -0.68  2.57
C  0.08  -1.54  2.46
C  -0.43  -2.90  2.38
C  -1.76  -2.82  2.68
C  -2.01  -1.45  2.85
H  -0.81  0.30  2.75
H  1.09  -1.25  2.22
H  0.05  -3.87  2.35
H  -2.46  -3.64  2.65
H  -2.96  -0.98  3.07
N  1.06  0.46  3.81
C  1.75  -0.75  3.54
C  2.97  -0.44  3.03
C  2.98  0.94  2.75
C  1.78  1.50  3.26
H  0.20  0.50  4.33
H  1.47  -1.67  4.03
H  3.76  -1.14  2.80
H  3.85  1.42  2.32
H  1.36  2.49  3.24


# 2
ORCA calculation (ωB97M-V/def2-TZVPD) on 11 unconnected molecules or ions with the total composition C3H28NO12S at a distorted geometry.

Summary:
Kohn-Sham gap: 9.70 eV
ΔE to the lowest compared entry with this formula, charge and spin: 0.0 kcal per mole
total charge: +1
lowest unoccupied orbital energy: -2.287 eV

Element x y z (Å)
O  0.79  2.74  -1.77
C  0.47  2.08  -0.82
O  -0.55  2.46  -0.06
C  1.19  0.72  -0.60
C  0.62  -0.15  0.49
S  1.60  -1.68  0.73
N  1.19  0.03  -1.91
H  -0.71  1.99  0.78
H  2.21  1.03  -0.40
H  0.62  0.37  1.43
H  -0.41  -0.42  0.26
H  0.77  -2.56  0.16
H  0.37  -0.60  -2.04
H  1.16  0.72  -2.67
H  2.01  -0.58  -2.04
H  -1.94  1.82  2.75
H  -1.55  0.34  2.57
O  -1.69  1.19  2.07
H  1.57  3.54  1.49
H  2.66  2.44  1.42
O  1.70  2.58  1.48
H  -0.46  -1.27  3.74
H  -1.59  -1.88  2.82
O  -1.34  -1.11  3.37
H  -2.09  0.91  -1.78
H  -1.50  1.87  -2.79
O  -1.37  1.00  -2.41
H  3.91  -1.96  -3.03
H  4.38  -1.26  -1.76
O  3.70  -1.23  -2.45
H  -3.86  -2.10  -1.17
H  -3.16  -0.91  -0.42
O  -3.06  -1.85  -0.71
H  -2.43  -3.92  2.16
H  -2.43  -2.94  0.96
O  -1.93  -3.21  1.75
H  -0.67  -2.82  -2.52
H  -1.49  -1.99  -1.48
O  -0.60  -2.12  -1.86
H  4.69  1.37  1.82
H  4.94  2.52  0.83
O  4.30  1.84  1.07
H  -2.71  0.97  0.70
H  -4.07  1.25  -0.03
O  -3.23  0.78  -0.12


# 3
ORCA calculation (ωB97M-V/def2-TZVPD) on a molecular structure, C29H27N5OSSn at a distorted geometry.

Summary:
Kohn-Sham gap: 7.45 eV
ΔE to the lowest compared entry with this formula, charge and spin: 10.1 kcal per mole
total charge: +2
lowest unoccupied orbital energy: -6.301 eV

Element x y z (Å)
Sn  0.12  -0.34  0.16
C  -2.12  2.15  3.36
C  -2.52  3.29  2.68
C  -2.06  3.51  1.40
C  -1.19  2.60  0.83
N  -0.78  1.51  1.49
C  -1.25  1.28  2.72
C  -0.68  2.72  -0.56
C  -1.08  3.72  -1.43
C  -0.62  3.69  -2.74
C  0.26  2.69  -3.13
C  0.65  1.75  -2.20
N  0.16  1.76  -0.96
C  1.61  0.66  -2.48
C  2.37  0.61  -3.64
C  3.22  -0.47  -3.85
C  3.28  -1.47  -2.90
C  2.50  -1.35  -1.77
N  1.71  -0.29  -1.55
H  -2.47  1.93  4.36
H  -3.20  4.00  3.14
H  -2.39  4.38  0.85
H  -0.93  0.36  3.19
H  -1.75  4.50  -1.12
H  -0.95  4.43  -3.45
H  0.61  2.65  -4.15
H  2.30  1.39  -4.38
H  3.81  -0.53  -4.75
H  3.91  -2.34  -3.03
H  2.47  -2.13  -1.01
O  -0.33  -1.72  -1.61
N  -1.57  -1.99  -2.03
C  -1.72  -2.95  -2.97
C  -2.96  -3.30  -3.42
C  -4.08  -2.65  -2.90
C  -3.91  -1.65  -1.97
C  -2.63  -1.32  -1.53
S  -2.36  -0.08  -0.36
H  -0.80  -3.41  -3.30
H  -3.05  -4.08  -4.16
H  -5.08  -2.92  -3.24
H  -4.75  -1.12  -1.55
C  2.07  1.55  2.23
N  2.24  0.25  1.56
C  3.48  0.29  0.77
C  2.28  -0.85  2.55
C  0.95  -1.52  2.79
C  0.67  -2.12  4.02
C  -0.49  -2.86  4.20
C  -1.40  -3.04  3.15
C  -1.16  -2.42  1.93
C  0.00  -1.67  1.81
H  2.95  1.79  2.83
H  1.20  1.53  2.88
H  1.93  2.33  1.48
H  4.35  0.47  1.40
H  3.41  1.09  0.03
H  3.62  -0.66  0.25
H  2.68  -0.50  3.51
H  2.96  -1.62  2.19
H  1.38  -2.02  4.83
H  -0.69  -3.32  5.16
H  -2.28  -3.65  3.28
H  -1.87  -2.53  1.12


# 4
ORCA calculation (ωB97M-V/def2-TZVPD) on a molecular structure, C30H52BrN3P2STi at a distorted geometry.

Summary:
Kohn-Sham gap (spin up / spin down): 6.34 / 5.71 eV
⟨S²⟩: 2.17
ΔE to the lowest compared entry with this formula, charge and spin: 83.3 kcal per mole
2S+1: 3
total charge: +2
lowest unoccupied orbital energy (spin up / spin down): -6.160 / -7.750 eV

Element x y z (Å)
N  -5.32  1.35  -3.60
C  -5.35  1.96  -2.42
C  -4.19  2.15  -1.64
C  -2.96  1.67  -2.13
C  -2.92  1.27  -3.48
C  -4.13  1.10  -4.16
C  -1.81  1.80  -1.20
Ti  -0.22  0.25  -0.66
P  2.49  -0.72  -0.80
C  -0.41  1.96  -1.61
C  0.38  2.95  -0.77
C  1.54  2.52  -0.13
C  2.21  3.35  0.80
C  1.69  4.66  1.04
C  0.60  5.14  0.30
C  -0.07  4.28  -0.59
Br  2.47  5.78  2.29
H  -2.11  2.54  -0.44
H  -0.21  1.86  -2.69
H  -4.27  2.68  -0.69
H  -2.02  1.15  -4.07
H  -6.32  2.31  -2.04
H  -4.15  0.76  -5.20
H  1.92  1.50  -0.38
H  -0.94  4.62  -1.17
H  3.14  3.00  1.24
H  0.28  6.15  0.43
P  -1.27  -1.95  -1.40
C  3.95  0.47  -0.54
C  5.41  0.23  -0.91
H  3.93  0.75  0.53
H  3.63  1.37  -1.08
H  5.91  1.21  -0.88
H  5.95  -0.42  -0.19
H  5.53  -0.20  -1.91
C  2.47  -0.76  -2.69
C  3.58  -1.54  -3.43
H  2.51  0.30  -3.00
H  1.50  -1.16  -3.01
H  3.22  -1.87  -4.41
H  4.46  -0.91  -3.62
H  3.90  -2.44  -2.88
C  1.90  -0.59  0.97
C  2.85  -1.29  1.96
H  0.84  -0.94  1.06
H  1.91  0.46  1.30
H  2.28  -1.68  2.80
H  3.43  -2.11  1.52
H  3.55  -0.54  2.35
C  -0.97  -2.86  0.17
C  -1.35  -4.35  0.19
H  -1.51  -2.32  0.97
H  0.11  -2.76  0.38
H  -2.44  -4.49  0.13
H  -0.87  -4.91  -0.61
H  -1.01  -4.77  1.15
C  -0.31  -2.90  -2.63
C  -0.44  -2.37  -4.06
H  -0.58  -3.96  -2.57
H  0.73  -2.83  -2.31
H  -1.43  -2.55  -4.48
H  -0.26  -1.29  -4.13
H  0.28  -2.86  -4.71
C  -3.05  -2.28  -1.82
C  -4.09  -1.49  -1.02
H  -3.24  -3.37  -1.69
H  -3.17  -2.03  -2.89
H  -4.12  -0.43  -1.35
H  -5.08  -1.92  -1.20
H  -3.92  -1.49  0.07
C  -1.04  -2.20  5.45
C  -0.29  -1.45  4.35
N  -1.27  -0.67  3.56
C  -0.88  0.27  2.69
S  -1.72  0.37  1.18
N  0.10  1.15  3.00
C  0.09  1.78  4.33
C  1.37  2.53  4.59
H  -1.56  -1.50  6.12
H  -0.34  -2.79  6.03
H  -1.78  -2.88  5.01
H  0.48  -0.78  4.76
H  0.20  -2.17  3.68
H  -2.02  -1.27  3.19
H  0.35  1.77  2.23
H  -0.77  2.48  4.39
H  -0.08  0.99  5.07
H  1.50  3.40  3.93
H  1.33  2.88  5.63
H  2.24  1.87  4.49


# 5
ORCA calculation (ωB97M-V/def2-TZVPD) on a molecular structure, C26H22BrCsF6N8O2PS2Se2Te.

Summary:
Kohn-Sham gap (spin up / spin down): 6.39 / 5.85 eV
⟨S²⟩: 0.75
ΔE to the lowest compared entry with this formula, charge and spin: 1.1 kcal per mole
2S+1: 2
total charge: -2
lowest unoccupied orbital energy (spin up / spin down): 3.481 / 2.941 eV

Element x y z (Å)
Cs  0.22  0.20  -2.28
Br  -0.67  -5.55  -0.21
C  1.07  -4.77  -0.24
C  2.07  -5.37  0.52
C  3.32  -4.78  0.48
C  3.51  -3.64  -0.29
C  2.44  -3.14  -1.04
N  1.23  -3.71  -1.01
C  2.60  -1.87  -1.88
O  2.26  -1.92  -3.07
O  3.03  -0.88  -1.24
H  1.86  -6.24  1.11
H  4.14  -5.19  1.06
H  4.46  -3.12  -0.32
Se  -2.77  -2.22  2.59
Se  -2.40  -2.23  0.28
C  -2.90  -0.40  -0.07
C  -3.93  -0.19  -0.98
C  -4.21  1.11  -1.36
C  -3.46  2.15  -0.82
C  -2.48  1.83  0.10
N  -2.19  0.58  0.47
C  -0.98  -2.43  3.27
C  -0.77  -2.16  4.63
C  0.51  -2.31  5.13
C  1.52  -2.71  4.28
C  1.21  -2.95  2.95
N  -0.02  -2.83  2.46
H  -4.46  -1.03  -1.40
H  -4.98  1.31  -2.10
H  -3.60  3.18  -1.12
H  -1.88  2.62  0.53
H  -1.59  -1.82  5.25
H  0.71  -2.10  6.17
H  2.54  -2.82  4.62
H  1.97  -3.25  2.24
C  -1.54  1.61  4.01
C  -0.68  2.26  3.00
N  -0.65  3.52  2.69
N  0.29  3.60  1.69
C  0.81  2.41  1.35
S  1.99  2.05  0.22
N  0.19  1.55  2.22
N  0.30  0.16  2.26
H  -2.12  2.37  4.52
H  -0.92  1.06  4.72
H  -2.20  0.89  3.52
H  0.38  4.44  1.14
H  1.26  -0.09  2.03
H  -0.32  -0.20  1.54
Te  3.88  -0.14  1.51
C  3.77  0.91  3.35
C  3.84  0.21  4.56
C  3.72  0.86  5.78
C  3.51  2.24  5.82
C  3.44  2.95  4.63
C  3.58  2.30  3.41
H  3.98  -0.86  4.54
H  3.78  0.29  6.70
H  3.40  2.75  6.77
H  3.27  4.02  4.64
H  3.53  2.86  2.49
F  -1.00  3.02  -2.49
P  -0.90  4.65  -2.54
F  -2.50  4.74  -2.77
F  -0.66  4.58  -4.13
F  -0.80  6.26  -2.57
F  -1.15  4.69  -0.92
F  0.69  4.54  -2.29
S  -3.98  -3.91  -3.36
C  -2.86  -2.78  -2.92
N  -2.07  -1.97  -2.62


# 6
ORCA calculation (ωB97M-V/def2-TZVPD) on a molecular structure, C29H22N5O2PPt at a distorted geometry.

Summary:
Kohn-Sham gap (spin up / spin down): 7.23 / 3.27 eV
⟨S²⟩: 6.05
ΔE to the lowest compared entry with this formula, charge and spin: 17.6 kcal per mole
2S+1: 5
total charge: +4
lowest unoccupied orbital energy (spin up / spin down): -12.034 / -16.014 eV

Element x y z (Å)
Pt  -0.84  -0.15  -0.13
O  -1.12  -7.74  -1.24
N  -1.45  -7.00  -0.35
O  -1.93  -7.28  0.72
C  -1.09  -5.54  -0.58
C  -0.12  -5.32  -1.52
C  0.35  -4.01  -1.80
C  1.35  -3.73  -2.76
C  1.74  -2.43  -2.96
C  1.15  -1.42  -2.21
N  0.20  -1.67  -1.30
C  -0.21  -2.93  -1.09
C  -1.25  -3.16  -0.14
N  -1.77  -2.07  0.47
C  -2.78  -2.21  1.33
C  -3.32  -3.45  1.65
C  -2.79  -4.58  1.06
C  -1.72  -4.47  0.14
H  0.31  -6.17  -2.05
H  1.79  -4.54  -3.33
H  2.50  -2.19  -3.69
H  1.44  -0.38  -2.35
H  -3.18  -1.30  1.78
H  -4.14  -3.52  2.34
H  -3.19  -5.55  1.31
N  -0.94  2.96  0.37
P  0.22  1.79  0.79
C  1.75  2.22  -0.09
C  2.80  1.28  0.01
C  4.02  1.55  -0.58
C  4.20  2.77  -1.24
C  3.16  3.69  -1.35
C  1.94  3.44  -0.75
C  0.88  2.29  2.42
C  1.06  3.66  2.74
C  1.59  3.99  3.97
C  2.01  2.97  4.84
C  1.82  1.61  4.52
C  1.29  1.26  3.30
C  -1.85  2.76  -0.62
C  -2.69  3.80  -1.07
C  -3.54  3.56  -2.13
C  -3.56  2.29  -2.72
C  -2.74  1.29  -2.18
N  -1.91  1.52  -1.16
H  -1.02  3.85  0.87
H  2.66  0.35  0.55
H  4.83  0.84  -0.51
H  5.18  3.02  -1.64
H  3.30  4.62  -1.89
H  1.15  4.17  -0.82
H  0.82  4.45  2.05
H  1.71  5.03  4.24
H  2.52  3.24  5.75
H  2.09  0.84  5.23
H  1.16  0.22  3.04
H  -2.65  4.78  -0.61
H  -4.18  4.35  -2.50
H  -4.21  2.07  -3.55
H  -2.76  0.29  -2.58


# 7
ORCA calculation (ωB97M-V/def2-TZVPD) on 3 unconnected molecules or ions with the total composition C15H37O7P2 at a distorted geometry.

Summary:
Kohn-Sham gap: 8.29 eV
total charge: +1
lowest unoccupied orbital energy: -2.817 eV

Element x y z (Å)
C  0.58  -1.27  0.49
C  0.42  0.25  0.56
O  -0.28  0.77  -0.56
C  1.78  0.92  0.54
P  1.62  2.72  0.56
C  3.23  3.56  0.53
C  4.26  2.74  1.34
C  4.71  3.30  2.62
O  3.74  2.10  2.44
P  0.37  3.73  2.09
C  -1.24  2.94  1.81
O  0.89  3.10  3.49
H  -0.18  -1.79  1.07
H  0.54  -1.57  -0.56
H  1.54  -1.59  0.87
H  -0.08  0.51  1.49
H  -1.09  0.26  -0.69
H  2.37  0.57  1.38
H  2.29  0.63  -0.38
H  0.99  3.06  -0.63
H  3.59  3.69  -0.48
H  3.13  4.51  1.04
H  5.01  2.23  0.76
H  5.49  2.83  3.19
H  4.08  3.97  3.18
H  -2.00  3.68  2.02
H  -1.39  2.10  2.48
H  -1.31  2.60  0.78
H  1.24  3.82  4.04
C  -4.72  1.35  1.80
O  -4.18  2.13  0.74
C  -3.88  1.36  -0.42
C  -4.93  1.51  -1.49
O  -6.15  0.93  -1.10
C  -7.13  1.87  -0.70
H  -5.07  2.04  2.56
H  -5.55  0.74  1.46
H  -3.95  0.70  2.23
H  -3.76  0.31  -0.15
H  -2.92  1.73  -0.81
H  -4.58  0.98  -2.39
H  -5.06  2.57  -1.75
H  -7.49  2.45  -1.56
H  -6.75  2.56  0.06
H  -7.96  1.31  -0.28
C  1.60  -5.12  -0.33
O  1.90  -3.98  -1.12
C  3.27  -3.91  -1.50
C  3.48  -4.35  -2.93
O  3.22  -5.73  -3.09
C  1.98  -6.01  -3.71
H  0.52  -5.16  -0.23
H  1.95  -6.04  -0.79
H  2.04  -5.03  0.67
H  3.88  -4.52  -0.83
H  3.58  -2.86  -1.40
H  4.53  -4.17  -3.19
H  2.86  -3.75  -3.60
H  1.99  -5.71  -4.76
H  1.15  -5.50  -3.20
H  1.82  -7.08  -3.65


# 8
ORCA calculation (ωB97M-V/def2-TZVPD) on 2 unconnected molecules or ions with the total composition C4H15N2S at a distorted geometry.

Summary:
Kohn-Sham gap (spin up / spin down): 2.26 / 9.30 eV
⟨S²⟩: 0.75
ΔE to the lowest compared entry with this formula, charge and spin: 27.5 kcal per mole
2S+1: 2
lowest unoccupied orbital energy (spin up / spin down): 0.115 / 0.203 eV

Element x y z (Å)
C  -1.76  0.74  -0.81
N  -2.32  0.72  -2.18
C  -0.56  1.70  -0.75
N  -0.01  1.67  0.63
H  -1.46  -0.28  -0.47
H  -2.54  1.04  -0.14
H  -1.61  0.32  -2.81
H  -3.09  0.05  -2.34
H  -0.87  2.70  -0.96
H  0.25  1.44  -1.46
H  0.60  2.46  0.75
H  -0.78  1.79  1.31
H  0.53  0.76  0.76
C  1.10  -1.82  -0.37
S  2.13  -0.71  0.66
C  1.95  -1.50  2.26
H  1.12  -1.55  -1.44
H  0.06  -1.84  0.00
H  1.49  -2.82  -0.42
H  2.43  -0.88  3.04
H  0.87  -1.52  2.50
H  2.47  -2.49  2.25